# 1
Formula: C17H26ClFN2O
Source: the Open Molecules 2025 dataset
Level of theory: wB97M-V/def2-TZVPD

Positions of all 48 atoms, in Å:
H (-2.54366, 4.44742, -0.62232)
H (-3.72053, -2.72279, 1.18632)
C (0.36956, -0.28356, -1.66411)
H (-2.55022, -1.38837, 2.91138)
O (-2.98012, 4.15797, 0.18682)
H (0.51379, 2.04324, 0.68948)
H (0.94531, -1.06451, -1.13786)
C (-2.00127, -2.12061, 2.32339)
F (6.07059, -1.44748, 0.97905)
H (0.64262, -0.29367, -2.72220)
C (-1.95816, -3.45734, 0.20883)
C (-2.22253, 3.11464, 0.75449)
H (-3.38627, -0.35425, 0.77017)
H (-0.99823, -1.74311, 2.14405)
C (3.09778, 0.80480, -0.78547)
C (-1.11861, -0.59733, -1.52272)
C (5.10210, -0.71460, 0.39837)
H (-0.93853, -3.13728, 0.01318)
C (4.57616, -1.12065, -0.81384)
Cl (3.17904, 2.63616, 1.23079)
H (4.94390, -2.01527, -1.28972)
H (-1.24395, 3.49238, 1.08522)
N (-1.49574, -0.52197, -0.12702)
C (-2.69860, -2.37704, 0.99092)
H (-1.51522, 2.28204, -1.10148)
C (3.66800, 1.18423, 0.42876)
H (3.17587, -0.64880, -2.34479)
H (-1.93045, -3.03988, 2.90022)
C (-2.80659, -1.07160, 0.18113)
C (-2.03522, 1.93940, -0.20382)
C (4.66902, 0.43622, 1.02858)
H (2.07075, 1.54825, -2.50612)
H (-1.92674, -4.38309, 0.77917)
C (-1.22312, 0.79032, 0.43107)
H (-1.30260, -1.61129, -1.88156)
H (5.10698, 0.74053, 1.96549)
C (1.95302, 1.56278, -1.41871)
H (-2.78314, 2.80007, 1.63854)
H (-2.45395, -3.65724, -0.73884)
H (-3.36871, -1.26850, -0.73986)
H (-3.02287, 1.57562, -0.49615)
N (0.63219, 1.03351, -1.12266)
H (1.96845, 2.60281, -1.08421)
C (3.58270, -0.35138, -1.39045)
C (0.27843, 1.05958, 0.28270)
H (-1.69623, 0.09995, -2.15240)
H (0.83311, 0.29905, 0.85827)
H (-1.45815, 0.74066, 1.49992)

The value obtained for the energy relative to the best compared isomer or geometry (same formula, charge and spin) is 0.000 eV. The value obtained for the molar mass is 328.86 g mol⁻¹. As for the SMILES: CC(C)CN1CCN(Cc2ccc(F)cc2Cl)C[C@H]1CCO. For the highest occupied orbital energy, the calculation gives -8.3 eV. As for the calculated total energy: -38318.51002 eV.

natural (NBO) population analysis, charges in e, atoms 1 to 6: atom 1 (H): 0.461, atom 2 (H): 0.193, atom 3 (C): -0.232, atom 4 (H): 0.202, atom 5 (O): -0.714, atom 6 (H): 0.208



# 2
Formula: C37H39AuN2O2P3
Source: the Open Molecules 2025 dataset
Level of theory: wB97M-V/def2-TZVPD

Positions of all 84 atoms, in Å:
C (2.72890, -0.42500, -1.77942)
H (3.15677, -1.15619, 1.92148)
C (-5.20447, 1.92394, 0.01698)
C (3.31626, 2.04082, 1.94061)
H (-0.39900, -1.92848, 5.27862)
C (-4.78387, 1.36543, 2.31894)
H (-2.03113, 0.94317, -2.15532)
C (2.64607, -5.62903, -0.32004)
C (0.42041, 3.08167, -1.36586)
C (0.80500, 4.03247, -2.29851)
C (-3.03837, -1.44255, -0.19079)
H (2.97795, -5.41223, -2.42923)
H (4.37447, 2.18402, 2.08817)
P (2.09970, -1.08781, -0.22173)
C (-0.90917, -2.51612, 2.25361)
C (-1.21386, -1.95374, 4.55481)
O (-0.78188, -3.14529, 1.20445)
C (-5.67253, 1.54309, 1.26831)
H (4.75823, -1.05812, -1.40807)
C (2.36973, 0.71274, -3.87557)
C (1.87933, 0.20909, -2.67857)
H (-2.73320, 1.38698, 2.94354)
C (-0.34548, 2.74705, 2.09338)
H (0.11905, -2.69428, -1.95551)
H (-0.77937, 2.29668, 2.98813)
H (1.75186, 3.92591, -2.81159)
H (-2.52622, 4.45922, -0.39134)
C (-1.06699, -0.75577, 3.62453)
H (-0.49865, 3.82644, 2.09468)
H (-2.14347, -1.86669, 5.11513)
H (-3.73270, -1.82177, -0.94326)
C (2.32769, -2.87193, -0.28615)
C (-3.42435, 1.56354, 2.12716)
H (-3.49884, 2.42761, -1.16252)
C (2.76156, -4.90567, -1.49830)
C (4.57319, -0.04868, -3.28210)
H (4.10428, 0.97828, -5.10576)
C (2.20456, -3.60503, 0.89326)
H (-1.14168, -3.48920, -1.02416)
C (-1.15848, -3.15072, 3.61254)
C (2.36953, -4.97860, 0.87491)
H (1.70151, 1.20965, -4.56685)
C (2.71171, 0.90027, 1.47711)
C (-0.94622, -2.68959, -1.73450)
C (3.71686, 0.58466, -4.17551)
C (-2.95174, 1.95532, 0.87303)
C (-0.79451, 3.20793, -0.69433)
C (1.08875, 2.35444, 1.95484)
H (-1.84746, 6.12284, -2.06066)
H (5.62429, -0.14928, -3.51656)
C (2.60430, -3.52824, -1.48516)
C (-0.01713, 5.11874, -2.56065)
C (-1.87175, -0.09432, -2.44059)
N (1.35228, 1.08576, 1.49592)
P (-1.17322, 2.03679, 0.63004)
H (-6.73189, 1.38736, 1.42332)
H (1.08052, 2.25277, -1.14428)
C (3.21001, -0.44973, 1.08791)
O (-1.15164, 0.40652, 3.98109)
C (2.27824, 2.96799, 2.24913)
H (0.28095, 5.86038, -3.28973)
H (-1.06028, -0.13230, -3.16772)
H (2.27191, -5.54367, 1.79178)
H (-3.43948, -0.53112, 0.24801)
H (2.69967, -2.96930, -2.40738)
H (-2.88956, -2.19060, 0.58261)
N (-0.84599, -1.16652, 2.33390)
H (2.77161, -6.70350, -0.33249)
C (-1.21547, 5.26485, -1.87477)
H (-5.89652, 2.06772, -0.80210)
P (-1.45891, -1.12126, -0.99760)
H (0.83282, 0.32991, -2.42974)
H (-2.77460, -0.48347, -2.91368)
H (1.96486, -3.10804, 1.82400)
H (-2.08771, -3.71917, 3.57034)
H (4.23894, -0.43523, 0.72919)
C (-1.60284, 4.31911, -0.93818)
H (-5.14599, 1.06822, 3.29393)
C (4.08395, -0.55419, -2.09012)
Au (0.04946, -0.01448, 0.38698)
H (2.39732, 3.95410, 2.66744)
H (-1.50752, -2.84212, -2.65723)
H (-0.36150, -3.86099, 3.83406)
C (-3.84888, 2.12655, -0.18425)

The value obtained for the energy relative to the best compared isomer or geometry (same formula, charge and spin) is 0.000 eV. Its total charge is +1. The value obtained for the molar mass is 833.62 g mol⁻¹. For the highest occupied orbital energy, the calculation gives -10.2 eV. As for the calculated total energy: -77633.47790 eV.

Löwdin population analysis, charges in e, atoms 1 to 6: atom 1 (C): -0.360, atom 2 (H): 0.093, atom 3 (C): -0.066, atom 4 (C): -0.035, atom 5 (H): 0.124, atom 6 (C): -0.052



# 3
Formula: C28H39BN7
Source: the Open Molecules 2025 dataset
Level of theory: wB97M-V/def2-TZVPD

Positions of all 75 atoms, in Å:
H (-0.65577, 1.82599, -2.66787)
H (-0.43111, 5.85757, -4.32217)
C (2.99381, -2.22809, 2.44368)
H (-0.79500, -3.19779, -5.29458)
N (2.70261, 1.53242, 1.78987)
H (1.42617, -5.64634, 1.27982)
H (-1.35829, 0.06310, -0.45572)
H (4.12993, 0.77081, 0.34779)
C (2.62912, 1.90081, 3.20602)
H (-3.86426, -0.78804, 0.20423)
H (-1.85141, 4.14956, -2.15299)
H (4.82641, -1.32095, 5.02681)
N (0.69621, -3.39019, -1.12908)
C (4.91524, 1.53103, 2.53910)
H (-2.90106, -2.01162, 4.13625)
H (-6.26703, -2.11267, 1.05625)
C (-3.55061, -1.94207, 3.30403)
N (-2.10083, 2.90856, -3.92268)
H (-2.99628, 4.48352, -4.94156)
N (-0.31962, -0.86043, -2.63199)
B (-0.51013, 0.19760, 0.36282)
H (0.89080, -4.54702, -3.02955)
H (-0.85902, -0.49956, -1.96082)
H (-0.09187, -0.89442, 0.74205)
C (1.15217, -5.65998, -0.92687)
H (-3.53215, 6.79058, 0.71916)
H (5.89236, 1.20551, 2.47688)
C (4.18603, -1.97010, 4.43768)
H (1.82825, -0.59312, -2.27901)
H (4.16469, -4.25767, 4.79287)
H (2.19705, -1.73356, 1.66868)
H (0.94787, 3.96367, -2.99178)
C (-0.31235, -2.45971, -4.39467)
H (-2.92624, 2.33697, -4.06292)
H (-1.75839, 2.69841, -0.14792)
C (-0.06875, 3.89902, -3.24650)
C (-1.16567, -1.69236, -3.30199)
C (-0.82708, 4.87923, -4.07940)
C (-3.09229, 5.94536, 0.26041)
H (0.90686, -2.71385, 0.96275)
H (0.27892, 0.94276, -0.17989)
H (3.82750, -0.31871, 3.14318)
C (-0.93681, 2.62359, -3.25637)
C (0.99926, -1.86077, -4.21618)
H (0.52593, -2.47097, -1.85751)
H (-2.67745, 4.13309, 1.86476)
H (-1.11713, 0.79290, 1.35260)
C (4.06122, 1.86668, 3.70497)
H (-2.41520, -0.70139, 2.06269)
C (3.93214, 1.33454, 1.37487)
C (1.30628, -5.13315, 0.40741)
H (-2.72295, 6.44600, -2.13824)
N (-2.04018, 4.57221, -1.30787)
C (-2.66103, 5.81808, -1.09435)
H (2.91008, -4.62556, 2.55540)
C (0.94364, -4.54990, -1.90910)
H (-2.14115, -1.75126, -3.16163)
H (-5.49437, -3.09964, 3.43610)
H (1.40303, -6.64298, -1.06950)
C (-5.39962, -1.99168, 1.67741)
N (3.63440, -1.35980, 3.33115)
H (4.35045, 2.14363, 4.73281)
C (-2.06349, 4.24115, -4.55724)
C (-2.13306, 3.76237, -0.16161)
H (1.84574, 1.13862, 0.98060)
C (1.00940, -3.58386, 0.25185)
N (-3.27757, -1.04571, 2.17944)
C (-4.24791, -1.12577, 1.16065)
H (1.72365, 2.18747, 3.72551)
C (-4.94969, -2.50997, 2.91022)
C (3.90678, -3.38987, 4.29282)
C (1.02504, -0.98883, -3.00238)
C (3.15038, -3.65017, 2.90175)
H (1.97711, -2.19070, -4.94936)
C (-2.78370, 4.56743, 0.99794)

The value obtained for the energy relative to the best compared isomer or geometry (same formula, charge and spin) is 11.277 eV. Its total charge is -1. The value obtained for the molar mass is 484.48 g mol⁻¹. For the highest occupied orbital energy, the calculation gives -4.8 eV. As for the calculated total energy: -40759.80152 eV.

Löwdin population analysis, charges in e, atoms 1 to 6: atom 1 (H): 0.055, atom 2 (H): 0.075, atom 3 (C): -0.129, atom 4 (H): 0.140, atom 5 (N): -0.051, atom 6 (H): 0.017